[1]
C16H39N7V as an isolated structure in a non-equilibrium geometry. Source: OMol25; level of theory: the ωB97M-V functional and the def2-TZVPD basis.

Maximum force ... 2.08 eV/A
Charge ... +2
Multiplicity ... 2
LUMO (spin up / spin down) ... -5.06 / -5.08 eV
<S²> ... 0.758
HOMO level (spin up / spin down) ... -12.931 / -12.386 eV

Last column: Löwdin charge in e.
Element x y z (Å)
1 V -0.35 -0.35 -0.05  0.7774
2 C 1.95 -1.64 2.53  -0.1474
3 C 2.90 -1.05 1.49  -0.1886
4 N 2.28 -0.10 0.53  -0.0808
5 C 2.48 1.29 0.98  -0.1999
6 C 2.15 2.28 -0.12  -0.1753
7 N 0.83 1.98 -0.70  -0.0857
8 C 0.02 3.19 -0.96  -0.1939
9 C -1.38 2.84 -1.43  -0.1566
10 C -2.32 2.32 -0.35  -0.1709
11 N -1.79 1.24 0.52  -0.1321
12 C -1.23 1.75 1.80  -0.1856
13 C -1.13 0.60 2.78  -0.1616
14 N -0.23 -0.47 2.27  -0.0966
15 C 0.95 -0.67 3.14  -0.1811
16 H 2.57 -2.04 3.34  0.1316
17 H 1.40 -2.50 2.13  0.0841
18 H 3.35 -1.88 0.93  0.1268
19 H 3.72 -0.55 2.01  0.1255
20 H 2.78 -0.19 -0.34  0.1124
21 H 3.51 1.47 1.31  0.1346
22 H 1.82 1.48 1.82  0.0938
23 H 2.92 2.26 -0.89  0.1342
24 H 2.15 3.28 0.31  0.1322
25 H 1.01 1.56 -1.60  0.0874
26 H 0.50 3.82 -1.71  0.1342
27 H -0.04 3.77 -0.04  0.1260
28 H -1.31 2.12 -2.26  0.0914
29 H -1.84 3.73 -1.84  0.1323
30 H -3.22 1.94 -0.85  0.1259
31 H -2.64 3.16 0.27  0.1278
32 H -2.61 0.71 0.81  0.1047
33 H -1.87 2.53 2.23  0.1376
34 H -0.25 2.17 1.61  0.1000
35 H -2.13 0.20 2.97  0.1342
36 H -0.76 0.98 3.74  0.1335
37 H -0.74 -1.34 2.35  0.0869
38 H 0.62 -1.05 4.11  0.1355
39 H 1.43 0.29 3.33  0.1160
40 C -0.31 -3.36 0.20  -0.1381
41 C -1.76 -2.87 0.45  -0.1503
42 N -2.03 -1.66 -0.35  -0.1316
43 C -2.28 -1.99 -1.78  -0.1398
44 C -1.72 -0.90 -2.68  -0.1440
45 N -0.40 -0.44 -2.20  -0.1513
46 C 0.75 -1.25 -2.65  -0.1545
47 C 0.85 -2.55 -1.85  -0.1414
48 N 0.52 -2.30 -0.42  -0.1172
49 H 0.12 -3.67 1.15  0.1147
50 H -0.32 -4.24 -0.44  0.1272
51 H -2.46 -3.67 0.21  0.1360
52 H -1.91 -2.63 1.50  0.1115
53 H -2.87 -1.22 0.01  0.1255
54 H -1.82 -2.95 -2.00  0.1140
55 H -3.35 -2.11 -1.97  0.1422
56 H -1.67 -1.27 -3.71  0.1382
57 H -2.40 -0.04 -2.66  0.1231
58 H -0.27 0.47 -2.61  0.0917
59 H 0.67 -1.49 -3.72  0.1359
60 H 1.65 -0.66 -2.51  0.1154
61 H 0.18 -3.29 -2.26  0.1138
62 H 1.86 -2.96 -1.96  0.1385
63 H 1.38 -2.19 0.10  0.0709

***

[2]
A 5-piece molecular cluster, C16H40Cl4O11P2 overall in a non-equilibrium geometry. Source: OMol25; level of theory: the ωB97M-V functional and the def2-TZVPD basis.

Energy above the lowest of the compared OMol25 structures with the same formula, charge and spin ... 0.0 kcal per mole
Maximum force ... 2.19 eV/A
Charge ... 0
LUMO ... 0.53 eV
HOMO level ... -9.289 eV

Last column: Löwdin charge in e.
Element x y z (Å)
1 C -25.99 -0.43 43.01  -0.0612
2 O -24.67 0.10 42.71  -0.2234
3 P -24.14 1.38 43.46  0.2521
4 O -24.69 2.65 43.10  -0.1856
5 O -24.29 1.04 44.98  -0.2105
6 C -23.61 -0.07 45.55  -0.0770
7 O -22.61 1.25 43.15  -0.2041
8 C -21.70 2.07 43.85  -0.1155
9 H -26.62 -0.40 42.12  0.0858
10 H -26.52 0.10 43.80  0.0921
11 H -25.86 -1.46 43.37  0.0905
12 H -23.66 -0.94 44.88  0.0918
13 H -24.09 -0.31 46.49  0.0933
14 H -22.58 0.19 45.77  0.0858
15 H -20.76 1.53 44.01  0.0905
16 H -22.07 2.36 44.83  0.0938
17 H -21.47 2.98 43.29  0.0767
18 C -22.49 0.14 35.87  -0.0875
19 O -23.10 -0.50 36.97  -0.2091
20 P -22.87 -0.06 38.45  0.2979
21 O -21.50 0.29 38.78  -0.2174
22 O -23.41 -1.31 39.24  -0.1984
23 C -24.65 -1.95 38.94  -0.0829
24 O -23.98 1.04 38.63  -0.2019
25 C -23.97 1.94 39.77  -0.0522
26 H -23.10 -0.02 34.98  0.0875
27 H -21.49 -0.25 35.73  0.0898
28 H -22.43 1.23 36.00  0.0942
29 H -24.44 -2.94 38.54  0.0913
30 H -25.22 -1.41 38.18  0.0869
31 H -25.24 -2.03 39.84  0.0815
32 H -22.99 2.10 40.21  0.0720
33 H -24.68 1.57 40.52  0.0677
34 H -24.39 2.89 39.46  0.0947
35 C -17.28 -0.74 39.83  -0.1063
36 O -17.32 0.59 39.38  -0.2207
37 C -17.52 0.66 37.99  -0.2110
38 C -16.95 1.91 37.45  -0.2080
39 O -15.58 1.98 37.54  -0.1064
40 C -15.16 2.40 38.80  -0.2184
41 C -13.72 2.84 38.80  -0.2157
42 O -12.78 1.83 38.59  -0.1694
43 C -12.67 1.44 37.25  -0.1158
44 H -18.30 -1.14 39.98  0.0972
45 H -16.91 -0.70 40.86  0.0912
46 H -16.63 -1.39 39.25  0.0913
47 H -18.59 0.59 37.77  0.1289
48 H -17.06 -0.20 37.48  0.1321
49 H -17.37 2.78 37.96  0.1262
50 H -17.21 1.94 36.39  0.1370
51 H -15.32 1.61 39.54  0.1280
52 H -15.69 3.31 39.15  0.1128
53 H -13.51 3.21 39.81  0.1307
54 H -13.58 3.66 38.08  0.1198
55 H -12.77 2.31 36.59  0.0908
56 H -13.44 0.70 37.04  0.0834
57 H -11.68 1.01 37.15  0.0863
58 Cl -18.43 3.78 42.97  0.5434
59 C -18.26 2.77 41.50  -0.6391
60 C -19.56 2.50 40.80  -0.6520
61 Cl -20.14 3.96 39.98  0.6057
62 H -17.65 1.91 41.72  0.0670
63 H -17.72 3.44 40.82  0.0295
64 H -20.30 2.07 41.46  0.0530
65 H -19.41 1.74 40.04  0.0459
66 Cl -15.57 6.39 38.02  0.5697
67 C -16.81 7.42 38.78  -0.6754
68 C -18.04 6.62 39.00  -0.7189
69 Cl -19.28 7.62 39.80  0.5621
70 H -17.04 8.26 38.14  0.0707
71 H -16.39 7.77 39.72  0.0690
72 H -17.88 5.73 39.60  0.0255
73 H -18.43 6.32 38.04  0.0705

***

[3]
A 4-piece molecular cluster, C16H40N5O8S4 overall. Source: OMol25; level of theory: the ωB97M-V functional and the def2-TZVPD basis.

Energy above the lowest of the compared OMol25 structures with the same formula, charge and spin ... 0.0 kcal per mole
Maximum force ... 0.96 eV/A
Charge ... +1
LUMO ... -2.98 eV
HOMO level ... -10.079 eV

Last column: Löwdin charge in e.
Element x y z (Å)
1 C 1.06 -4.40 -0.33  -0.0380
2 C 0.91 -2.89 -0.40  -0.4137
3 O 1.61 -2.36 -1.55  -0.0368
4 C 1.50 -2.19 0.83  -0.1641
5 N 0.78 -1.04 1.35  -0.0292
6 C 1.04 0.24 0.71  -0.1828
7 C -0.03 0.77 -0.24  -0.0756
8 O -1.39 0.54 0.28  0.0615
9 C -2.03 -0.46 -0.21  -0.4154
10 N -1.97 -0.97 -1.42  0.2450
11 C -2.86 -1.97 -1.44  -0.2751
12 N -3.04 -2.68 -2.55  0.1260
13 C -3.84 -3.87 -2.83  -0.1134
14 C -3.05 -5.19 -2.72  -0.2262
15 O -1.68 -5.05 -3.03  -0.0431
16 N -3.51 -2.08 -0.25  -0.0242
17 C -4.56 -2.89 0.28  -0.1639
18 S -3.98 -4.52 0.84  0.7070
19 O -4.88 -5.49 0.27  -0.3120
20 O -2.57 -4.54 0.63  -0.3147
21 N -2.94 -1.09 0.55  0.2043
22 H 0.26 -4.82 0.28  0.0705
23 H 1.00 -4.84 -1.32  0.0776
24 H 2.01 -4.67 0.15  0.0854
25 H -0.15 -2.63 -0.49  0.1102
26 H 1.02 -2.40 -2.31  0.0800
27 H 2.52 -1.88 0.60  0.1355
28 H 1.58 -2.94 1.62  0.1187
29 H -0.20 -1.25 1.46  0.0846
30 H 1.25 1.01 1.45  0.0709
31 H 1.94 0.15 0.10  0.1251
32 H 0.06 1.85 -0.33  0.1312
33 H 0.05 0.36 -1.25  0.1197
34 H -2.47 -2.35 -3.31  0.1592
35 H -4.76 -3.89 -2.24  0.1060
36 H -4.16 -3.77 -3.87  0.1306
37 H -3.13 -5.63 -1.73  0.0902
38 H -3.52 -5.89 -3.42  0.1282
39 H -1.59 -4.68 -3.91  0.0934
40 H -4.96 -2.40 1.17  0.1209
41 H -5.40 -3.01 -0.40  0.1172
42 H -4.22 -4.45 2.17  0.0875
43 H -3.21 -0.88 1.49  0.1895
44 C 4.69 3.73 2.75  -0.2527
45 S 3.38 2.92 1.83  0.7742
46 O 4.01 1.90 0.94  -0.5546
47 C 2.94 4.30 0.79  -0.2665
48 H 5.11 3.00 3.44  0.0530
49 H 5.45 4.08 2.06  0.0596
50 H 4.26 4.56 3.31  0.0569
51 H 3.81 4.61 0.21  0.0497
52 H 2.58 5.13 1.40  0.0642
53 H 2.15 3.97 0.12  0.0124
54 C -0.49 2.88 5.98  -0.2662
55 S 0.55 2.64 4.53  0.7949
56 O 1.12 3.96 4.19  -0.5585
57 C -0.81 2.35 3.39  -0.2664
58 H 0.17 3.12 6.81  0.0534
59 H -1.18 3.70 5.80  0.0593
60 H -1.03 1.96 6.20  0.0525
61 H -1.48 3.21 3.40  0.0638
62 H -1.34 1.44 3.68  0.0505
63 H -0.38 2.22 2.40  0.0203
64 C 3.53 3.41 -3.83  -0.2608
65 S 2.89 4.70 -2.77  0.8086
66 O 1.66 4.15 -2.13  -0.5684
67 C 2.32 5.78 -4.08  -0.2642
68 H 3.90 2.61 -3.19  0.0536
69 H 2.73 3.03 -4.46  0.0581
70 H 4.35 3.80 -4.43  0.0573
71 H 1.60 5.24 -4.70  0.0589
72 H 3.17 6.11 -4.68  0.0567
73 H 1.84 6.64 -3.62  0.0525

***

Q: maximum force of number 3 (C16H40N5O8S4)?
A: 0.96 eV/A

***

Please write out number 1 again, unchanged.
C16H39N7V as an isolated structure in a non-equilibrium geometry. Source: OMol25; level of theory: the ωB97M-V functional and the def2-TZVPD basis.

Maximum force ... 2.08 eV/A
Charge ... +2
Multiplicity ... 2
LUMO (spin up / spin down) ... -5.06 / -5.08 eV
<S²> ... 0.758
HOMO level (spin up / spin down) ... -12.931 / -12.386 eV

Last column: Löwdin charge in e.
Element x y z (Å)
1 V -0.35 -0.35 -0.05  0.7774
2 C 1.95 -1.64 2.53  -0.1474
3 C 2.90 -1.05 1.49  -0.1886
4 N 2.28 -0.10 0.53  -0.0808
5 C 2.48 1.29 0.98  -0.1999
6 C 2.15 2.28 -0.12  -0.1753
7 N 0.83 1.98 -0.70  -0.0857
8 C 0.02 3.19 -0.96  -0.1939
9 C -1.38 2.84 -1.43  -0.1566
10 C -2.32 2.32 -0.35  -0.1709
11 N -1.79 1.24 0.52  -0.1321
12 C -1.23 1.75 1.80  -0.1856
13 C -1.13 0.60 2.78  -0.1616
14 N -0.23 -0.47 2.27  -0.0966
15 C 0.95 -0.67 3.14  -0.1811
16 H 2.57 -2.04 3.34  0.1316
17 H 1.40 -2.50 2.13  0.0841
18 H 3.35 -1.88 0.93  0.1268
19 H 3.72 -0.55 2.01  0.1255
20 H 2.78 -0.19 -0.34  0.1124
21 H 3.51 1.47 1.31  0.1346
22 H 1.82 1.48 1.82  0.0938
23 H 2.92 2.26 -0.89  0.1342
24 H 2.15 3.28 0.31  0.1322
25 H 1.01 1.56 -1.60  0.0874
26 H 0.50 3.82 -1.71  0.1342
27 H -0.04 3.77 -0.04  0.1260
28 H -1.31 2.12 -2.26  0.0914
29 H -1.84 3.73 -1.84  0.1323
30 H -3.22 1.94 -0.85  0.1259
31 H -2.64 3.16 0.27  0.1278
32 H -2.61 0.71 0.81  0.1047
33 H -1.87 2.53 2.23  0.1376
34 H -0.25 2.17 1.61  0.1000
35 H -2.13 0.20 2.97  0.1342
36 H -0.76 0.98 3.74  0.1335
37 H -0.74 -1.34 2.35  0.0869
38 H 0.62 -1.05 4.11  0.1355
39 H 1.43 0.29 3.33  0.1160
40 C -0.31 -3.36 0.20  -0.1381
41 C -1.76 -2.87 0.45  -0.1503
42 N -2.03 -1.66 -0.35  -0.1316
43 C -2.28 -1.99 -1.78  -0.1398
44 C -1.72 -0.90 -2.68  -0.1440
45 N -0.40 -0.44 -2.20  -0.1513
46 C 0.75 -1.25 -2.65  -0.1545
47 C 0.85 -2.55 -1.85  -0.1414
48 N 0.52 -2.30 -0.42  -0.1172
49 H 0.12 -3.67 1.15  0.1147
50 H -0.32 -4.24 -0.44  0.1272
51 H -2.46 -3.67 0.21  0.1360
52 H -1.91 -2.63 1.50  0.1115
53 H -2.87 -1.22 0.01  0.1255
54 H -1.82 -2.95 -2.00  0.1140
55 H -3.35 -2.11 -1.97  0.1422
56 H -1.67 -1.27 -3.71  0.1382
57 H -2.40 -0.04 -2.66  0.1231
58 H -0.27 0.47 -2.61  0.0917
59 H 0.67 -1.49 -3.72  0.1359
60 H 1.65 -0.66 -2.51  0.1154
61 H 0.18 -3.29 -2.26  0.1138
62 H 1.86 -2.96 -1.96  0.1385
63 H 1.38 -2.19 0.10  0.0709